Record 1
15
Properties=species:S:1:pos:R:3:forces:R:3 method="wB97M-V/def2-TZVPD" homo_lumo_gap_ev="6.768 / 7.960" energy_ha=-283.695191 spin_multiplicity=3 s2=2.02 mol_weight_g_mol=87.13 e_above_lowest_kcal_mol=40.5
C -1.77460 -0.61685 -0.01111 -4.5 0.4 1.7
N 0.56817 0.39440 -0.00714 -7.3 -1.8 -1.8
N 1.76461 0.27403 0.08549 5.5 0.1 1.5
H 0.54333 2.42468 -0.39861 -1.8 -1.3 0.7
H 2.40564 -1.64926 0.81363 0.3 0.9 0.6
N -0.48136 -1.07866 0.09429 1.9 2.4 0.4
H -1.01036 1.42136 -0.91885 1.5 0.7 0.6
C 2.32836 -1.00782 -0.07859 1.4 -3.2 -1.8
H -2.26446 0.04985 0.83818 1.8 -0.6 -0.8
H -2.20855 -0.01945 -0.86564 1.0 -0.9 0.1
C -0.21827 1.58654 -0.11184 -0.1 1.1 -0.8
H 1.69660 -1.75103 -0.63837 0.2 1.1 -0.3
H -2.49960 -1.45083 0.21593 0.8 0.1 -0.9
H -0.87802 1.78197 0.78062 1.2 0.2 -0.4
H 3.37776 -1.08599 -0.59687 -1.9 0.9 1.1

***

Record 2
19
Properties=species:S:1:pos:R:3:forces:R:3 method="wB97M-V/def2-TZVPD" homo_lumo_gap_ev=9.808 energy_ha=-344.329546 smiles=NCCCNCO mol_weight_g_mol=104.15 e_above_lowest_kcal_mol=34.8
C -0.15472 0.07746 -2.25250 0.6 -0.4 -0.2
N -0.77031 0.17954 1.54419 0.0 0.4 -0.2
H 0.26162 -0.71242 -2.88842 0.0 0.1 0.1
N 0.43985 1.33011 -2.69845 0.3 0.2 0.3
H 1.45146 1.26307 -2.68497 0.0 -0.1 -0.1
H -0.49549 -1.31910 -0.71035 -0.1 0.0 0.1
H 0.22461 2.09191 -2.06649 -0.2 0.0 0.0
O 1.25152 -0.90209 2.08100 -0.4 0.4 -0.2
H -1.20803 0.10422 -2.49362 -0.5 0.1 0.0
C -0.17969 -1.01882 2.00430 0.6 -0.5 0.7
H 1.03471 -0.51862 -0.48620 0.2 0.0 -0.3
H -1.61243 0.91758 -0.21668 -0.1 0.1 0.0
H -1.65252 0.41824 1.95841 0.0 -0.1 0.1
C -0.62433 0.65185 0.16632 -0.2 -0.5 -0.2
H -0.02312 1.55593 0.15030 0.1 0.3 0.0
H -0.55500 -1.22989 3.01075 -0.2 0.2 0.0
C 0.00547 -0.35326 -0.79599 -0.3 0.1 0.2
H -0.35247 -1.93569 1.43492 0.0 0.1 -0.4
H 1.39318 0.04350 2.24129 0.1 -0.3 0.1

***

Record 3
10
Properties=species:S:1:pos:R:3:forces:R:3 method="wB97M-V/def2-TZVPD" homo_lumo_gap_ev=6.766 energy_ha=-1423.117508 mol_weight_g_mol=155.25 charge=-1 e_above_lowest_kcal_mol=1.2
C -2.26129 -0.15630 -1.45174 0.1 0.5 0.2
S -1.57042 0.80013 -0.21123 0.1 0.7 0.8
H 0.70953 0.07819 -0.42296 0.0 0.2 -0.2
O -3.03240 0.24055 -2.29114 -0.2 -0.6 -0.5
O -1.87204 -1.46268 -1.43088 -0.1 -0.8 -0.5
H 0.54865 1.69208 1.22812 -0.2 0.4 -0.2
S 1.43317 -1.96392 0.56175 0.1 0.2 0.1
S 1.28719 0.74720 1.79627 0.3 -0.5 0.0
H -1.23661 -1.60441 -0.71225 -0.2 0.3 -0.1
C 1.09838 -0.37185 0.47264 0.2 -0.4 0.5

***

Record 4
9
Properties=species:S:1:pos:R:3:forces:R:3 method="wB97M-V/def2-TZVPD" homo_lumo_gap_ev="2.010 / 5.058" energy_ha=-154.960379 spin_multiplicity=2 s2=0.75 mol_weight_g_mol=46.07 charge=-1 e_above_lowest_kcal_mol=0.0
H -3.66292 0.38965 -0.57345 0.0 -0.6 -0.2
H 4.42762 1.42849 2.16090 -0.1 0.4 -0.5
H 5.78900 0.40530 1.89061 0.4 0.2 -0.4
C -3.29076 -0.34784 -1.35036 0.1 1.6 1.0
H -2.90973 0.23005 -2.20683 0.1 -0.4 -0.5
O -3.64304 -1.57488 -1.35073 -0.2 -0.6 -0.3
H 5.71454 1.49969 3.25511 0.4 0.1 -0.1
H 5.98936 2.23268 1.65840 0.0 -0.1 -0.3
C 5.51628 1.41590 2.18112 -0.7 -0.6 1.4

***

Record 5
30
Properties=species:S:1:pos:R:3:forces:R:3 method="wB97M-V/def2-TZVPD" homo_lumo_gap_ev=9.908 energy_ha=-1109.821168 mol_weight_g_mol=234.30 e_above_lowest_kcal_mol=47.2
H 0.44246 -2.59800 -0.08755 0.3 0.0 -0.7
O 3.66864 -2.84174 -1.04233 -0.6 -0.2 -0.1
H 2.31677 -0.67442 2.95686 0.6 -0.4 -1.9
H 0.72489 2.33059 -0.37920 0.7 1.2 1.5
C 0.60586 1.70352 -1.19594 -4.9 1.7 -1.4
H -0.79336 -0.36991 4.45186 -0.2 0.0 0.1
H -0.35940 -0.55276 -2.41052 -1.4 0.6 0.5
H 0.54868 2.28386 -2.11431 0.6 0.2 -0.1
H -2.23923 -0.30009 -2.22214 1.0 0.0 0.8
C -0.77479 0.32950 3.63173 0.5 0.5 0.2
N -1.15727 0.76940 1.34318 -0.6 1.7 0.6
H -1.70876 -1.01768 2.33925 -0.1 0.3 0.0
S 2.45262 -2.11688 -0.86376 1.0 0.4 2.3
C -1.88202 2.27573 -0.96102 -0.5 0.7 -0.4
H 1.24388 0.94536 -1.25883 2.9 -2.9 -0.2
H -1.74053 2.93472 -1.85147 -0.2 -0.3 0.6
C -1.22147 0.16760 -2.21669 0.9 -0.6 0.1
H -1.27808 0.72745 -3.09813 0.1 1.2 -1.6
N 1.22410 -3.11343 -0.51518 -1.3 0.0 -0.7
C -1.27730 -0.01766 2.45497 0.4 -1.1 0.9
H -0.25058 1.28455 3.78273 -0.4 -0.4 -0.1
C -0.94099 0.31797 0.22137 0.2 1.3 -1.1
C 2.51796 -1.46309 0.81587 0.6 -0.2 -3.7
H -1.76309 2.90635 -0.02946 -0.3 -0.9 -1.0
F -0.71316 -0.99677 0.11571 0.2 -1.2 -0.8
C -0.86879 1.16691 -1.07453 0.5 -2.5 1.1
H -2.88784 1.78567 -1.06167 0.7 0.9 0.5
H 1.52625 -3.75639 0.17937 0.5 -0.9 0.4
O 2.06294 -1.12696 -1.80399 -0.3 0.0 0.2
C 2.52158 -0.98340 1.89384 -0.9 1.1 4.2

***

Record 6
21
Properties=species:S:1:pos:R:3:forces:R:3 method="wB97M-V/def2-TZVPD" homo_lumo_gap_ev=10.373 energy_ha=-557.048047 smiles=Cc1c[nH+]c(C2(F)COC2)[nH]1 mol_weight_g_mol=157.17 charge=+1 e_above_lowest_kcal_mol=0.0
C -0.84296 -1.95643 1.76647 2.9 -1.3 0.9
H -1.36466 0.88911 -0.23658 -1.9 0.8 0.7
C 0.26334 -0.86179 1.47091 -0.2 0.0 -1.0
H -0.45014 2.99368 -2.18685 -0.6 -1.9 -0.6
H 2.21481 -1.10163 -0.47471 -1.3 1.1 0.1
N 1.44514 -0.41148 -0.65571 -0.9 -1.5 0.2
H -0.24595 -2.91451 1.99757 -1.0 1.1 -0.4
N -0.49567 0.60164 -0.54912 4.0 -1.4 -1.1
H -1.72209 -2.21755 1.17952 0.2 0.5 -0.5
H -1.01859 0.63493 2.10194 0.0 0.2 1.1
C 0.14446 0.96269 -1.75896 -2.5 0.2 -0.2
O -1.14299 -1.28474 2.96137 -0.7 1.1 1.4
H 0.18712 2.07771 -3.45485 0.8 0.0 -2.1
H 2.11954 0.11412 -2.56131 -1.9 0.6 0.5
C -0.38836 -0.08935 2.66413 -0.1 -0.8 -1.4
C 1.22934 0.20258 -1.86139 3.8 0.1 -1.1
F 1.56785 -1.30495 1.67294 -0.8 -0.2 0.2
C -0.48658 1.93002 -2.68110 -1.5 1.7 2.1
C 0.33741 -0.24845 0.07300 0.5 0.0 2.0
H -1.54372 1.63122 -2.98529 1.5 0.6 0.2
H 0.19270 0.35319 3.51804 -0.5 -0.6 -1.0

***

Record 7
24
Properties=species:S:1:pos:R:3:forces:R:3 method="wB97M-V/def2-TZVPD" homo_lumo_gap_ev="2.696 / 7.251" energy_ha=-480.633473 spin_multiplicity=2 s2=0.76 mol_weight_g_mol=151.21 charge=-1 e_above_lowest_kcal_mol=60.9
C -0.01745 -2.98550 0.24564 0.8 0.4 -0.7
C 0.21503 -2.18790 -1.95606 2.8 -1.4 -3.7
H -0.95049 2.82056 -0.30763 -0.1 -0.4 -0.4
H -0.22131 -3.24620 2.43065 0.4 -0.8 0.3
H 2.59433 2.43386 -0.21495 -1.6 -0.3 -1.4
H -0.39518 -2.17262 -2.87603 -0.3 0.3 0.5
H -1.53195 0.68576 1.22369 -0.3 -2.6 0.0
H 0.94619 -1.35260 -2.08752 -0.1 -0.5 -0.3
H 0.59759 -3.83531 -0.15974 -0.7 0.8 1.1
H 1.08459 1.79985 -1.18275 -0.1 -0.1 0.0
H 0.82433 -3.22215 -2.08348 -1.2 2.3 0.5
H -1.59658 -0.08105 -1.02365 0.9 -1.6 0.0
C -1.41716 -0.45732 1.00102 1.2 0.7 1.3
H -1.31575 -1.25809 2.91681 1.1 -0.4 -0.4
C -0.34546 -2.02082 -0.66294 -2.7 0.5 1.5
C -0.92940 -1.42869 1.87929 -1.8 1.6 2.3
C -1.21401 -0.87963 -0.29805 0.6 1.3 -3.9
C 1.56234 2.64993 -0.71874 2.6 0.7 3.2
C 0.88890 3.22821 0.55142 -3.2 0.2 -0.1
N -0.52983 3.13273 0.54340 0.8 0.3 -0.4
C -0.29582 -2.61572 1.57386 -0.7 -0.4 1.4
H -1.15478 3.75226 1.06683 1.0 -0.4 0.1
O 1.41337 3.75411 1.50824 0.9 -0.1 -0.6
H 1.78852 3.48630 -1.36932 -0.3 0.1 -0.4

***

Record 8
20
Properties=species:S:1:pos:R:3:forces:R:3 method="wB97M-V/def2-TZVPD" homo_lumo_gap_ev="8.371 / 8.370" energy_ha=-688.388602 mol_weight_g_mol=130.24 charge=+1 e_above_lowest_kcal_mol=74.9
H 1.93275 -1.59339 0.96354 0.1 -0.7 2.1
H 1.18082 0.44369 0.75558 -0.9 0.7 -1.6
C 1.35542 1.33881 -1.18419 -1.2 1.4 0.2
H 2.94687 -0.98892 -0.29324 -1.4 -1.5 -0.2
H -3.68927 -0.70501 1.26521 0.2 -0.5 -1.6
H -1.03833 1.96135 0.13287 0.5 2.8 -0.3
H 0.55458 -1.14634 -1.59118 -0.5 0.1 -1.2
H 1.00646 2.35534 -0.89261 0.8 -0.4 -0.6
H 0.82581 1.07095 -2.11066 0.8 0.3 0.0
C 0.79966 -0.97374 -0.58303 -3.7 0.2 2.3
N 0.64356 0.48916 -0.18317 1.3 -1.3 2.2
C -0.74422 0.98423 0.15790 -0.1 -2.4 -0.7
S -1.21244 -1.58106 0.53620 3.2 0.1 -2.0
H 2.46682 1.26345 -1.18293 -1.1 -0.3 0.0
H -2.75329 0.05662 2.23731 0.3 1.3 0.7
C -1.66998 0.09361 0.46248 -0.2 -2.9 1.3
H -3.60916 1.05268 0.86309 0.8 -1.0 1.0
C -3.00930 0.14273 1.19251 -0.6 2.1 -0.5
C 2.00522 -1.64943 -0.07135 1.1 3.3 -0.8
H 2.00801 -2.61473 -0.47434 0.6 -1.4 -0.4

***

Record 9
16
Properties=species:S:1:pos:R:3:forces:R:3 method="wB97M-V/def2-TZVPD" homo_lumo_gap_ev=9.350 energy_ha=-271.587822 mol_weight_g_mol=86.13 e_above_lowest_kcal_mol=103.4
H 2.57677 0.70641 -0.39221 -0.1 0.0 0.0
C 1.50684 0.92165 -0.30782 0.0 0.0 0.0
H 1.38654 1.88451 0.20011 0.0 -0.1 -0.1
H 1.09301 1.00366 -1.31664 0.0 0.0 0.1
H 0.59183 -2.13015 0.49790 0.2 0.1 -0.2
H -1.32990 -1.96582 -0.46195 0.1 0.0 0.1
C 0.82654 -0.17233 0.47784 0.0 0.2 0.1
H 1.29564 -0.26615 1.46576 -0.1 0.0 -0.1
H -2.53293 0.47076 -0.35208 0.2 0.0 0.0
C -1.45460 0.64166 -0.44612 0.0 0.0 -0.1
H -1.15676 0.33813 -1.45647 0.0 0.0 0.1
H -1.02995 0.14051 1.61324 0.1 -0.1 -0.1
C -0.70625 -0.16731 0.61047 0.0 0.0 0.0
C -0.77013 -1.68038 0.44083 -0.2 0.1 -0.1
H -1.27878 1.71940 -0.34463 0.0 -0.2 0.0
O 0.98212 -1.44456 -0.22824 -0.1 -0.2 0.1

***

Record 10
20
Properties=species:S:1:pos:R:3:forces:R:3 method="wB97M-V/def2-TZVPD" homo_lumo_gap_ev=8.791 energy_ha=-344.480587 mol_weight_g_mol=112.18 charge=+2 e_above_lowest_kcal_mol=106.0
C 2.42673 -0.52685 -0.80429 1.0 0.2 -0.7
C -1.36728 -0.89800 -0.94326 0.7 1.1 -0.9
H -2.04384 -1.69397 -0.72273 -0.3 -0.3 0.2
H -2.34904 2.24862 1.34884 0.0 0.0 0.0
H 2.32934 -1.92506 1.66420 -0.1 0.1 -0.2
H 3.41846 -0.95852 -0.61214 -0.1 0.0 0.0
H -0.49803 0.67763 1.67515 0.1 -0.1 -0.2
N -0.45760 -0.00275 -0.29572 2.9 -2.0 0.1
C -2.20656 1.44473 0.62577 0.1 0.1 0.0
C -0.75385 -0.02060 -1.69211 -0.8 -1.1 0.9
C -0.73644 1.04316 0.67300 -0.6 1.1 0.9
H -0.54939 0.52180 -2.58919 0.2 0.3 -0.3
N 1.47951 -1.47998 1.28546 0.3 -0.3 0.5
H -0.09352 1.89690 0.44564 0.1 -0.2 0.0
H -2.86022 0.62188 0.90997 0.0 -0.1 0.0
H 2.08612 -0.87323 -1.78699 -0.1 -0.1 0.0
H 0.65454 -1.61363 1.87194 0.0 0.1 -0.1
C 1.47950 -0.84307 0.19898 -3.3 1.2 -0.3
H 2.53688 0.56252 -0.89861 -0.1 -0.1 0.2
H -2.49532 1.81842 -0.35390 0.0 0.1 0.0

***

Record 11
39
Properties=species:S:1:pos:R:3:forces:R:3 method="wB97M-V/def2-TZVPD" homo_lumo_gap_ev="6.556 / 6.544" energy_ha=-5463.153675 spin_multiplicity=2 s2=0.81 mol_weight_g_mol=505.30 charge=+2 e_above_lowest_kcal_mol=5.4
H -4.04465 1.54330 0.46142 0.1 -0.1 -0.1
C 2.09716 3.48915 0.53317 0.0 -0.1 0.1
O 0.53480 1.80323 0.72380 -0.3 0.4 0.0
C 2.76237 -0.11696 0.28440 0.4 -0.4 0.1
Mn -0.43700 0.26922 0.21392 0.5 -0.1 -0.1
O 2.09068 -1.60541 -2.68784 0.0 -0.2 -0.1
N 0.97252 -3.14733 0.22056 -0.4 -0.1 0.1
S 3.55754 -2.52959 0.15710 -0.2 0.0 -0.1
C -3.30676 -3.07763 0.58208 0.0 0.1 0.0
N 1.79657 2.18848 0.51825 0.3 0.1 0.1
C 1.87404 -2.15329 0.31896 0.3 0.1 -0.1
C -2.15609 -2.32088 0.57802 0.0 -0.1 0.2
H -1.22852 -2.76713 0.90461 -0.1 0.1 0.0
H 4.90475 -0.52445 0.01572 0.1 0.0 0.0
H 5.04684 1.67593 0.21883 0.1 0.0 0.0
O 2.53868 1.14368 -2.91001 0.1 0.1 0.0
H -1.96949 2.50844 -0.05775 0.3 0.0 0.0
C -4.50672 -1.10519 0.01949 0.2 0.1 0.0
H 1.40851 5.40016 0.76927 0.0 0.0 0.0
H -3.56810 1.28915 -1.23897 0.0 0.0 0.1
C 2.89307 1.33712 0.43149 0.2 0.2 -0.3
S 3.78277 3.74536 0.37697 -0.1 -0.1 0.0
H 1.31296 -4.08445 0.07046 0.0 0.0 0.0
N -2.11765 -1.00646 0.27943 -0.1 -0.2 0.0
H -5.43615 -3.02060 0.26018 0.0 0.0 0.0
H -5.42328 -0.57216 -0.18434 -0.1 0.0 0.0
H -3.25915 -4.12424 0.83921 0.0 -0.1 0.0
C 3.89359 -0.87606 0.10896 -0.3 0.4 0.1
H 0.12171 -2.92963 -0.27466 0.1 -0.1 0.0
Se 1.71853 -0.10033 -2.39317 -0.1 0.0 0.2
N 1.58342 -0.87200 0.44019 -0.4 0.2 -0.2
O -2.00783 1.56111 0.10361 0.1 -0.2 0.1
N 1.16577 4.42666 0.70040 0.0 -0.1 -0.1
H 0.23547 4.13247 0.94516 0.0 0.0 0.0
O 0.25289 0.18631 -1.78150 -0.3 0.1 0.1
C 4.04493 2.04307 0.33429 -0.3 -0.1 0.1
C -4.51254 -2.46096 0.27217 0.1 0.0 0.0
C -3.30276 -0.41311 0.04330 -0.1 0.0 -0.1
C -3.31287 1.06504 -0.19717 -0.2 0.0 -0.1

***

Record 12
9
Properties=species:S:1:pos:R:3:forces:R:3 method="wB97M-V/def2-TZVPD" homo_lumo_gap_ev="5.120 / 5.116" energy_ha=-1273.000708 mol_weight_g_mol=124.26 e_above_lowest_kcal_mol=94.8
S -2.91201 -0.31479 0.48607 1.3 -0.9 0.0
C 1.05590 -0.25755 -0.08709 3.7 -1.4 3.2
H -3.11135 0.96505 0.21975 0.1 0.6 -0.1
S 1.75752 1.33241 0.42860 -1.4 0.1 -0.8
H 2.88590 1.08891 1.11060 -0.1 -0.9 -0.2
C -0.23060 -0.31349 -0.60255 -2.5 -0.6 -0.9
H -0.43373 -1.26561 -1.11428 -0.3 0.6 0.4
H -0.94841 0.48845 -0.73213 0.8 0.3 -0.6
S 1.93678 -1.72339 0.29102 -1.6 2.3 -1.0

***

What did the eighth record say?
20
Properties=species:S:1:pos:R:3:forces:R:3 method="wB97M-V/def2-TZVPD" homo_lumo_gap_ev="8.371 / 8.370" energy_ha=-688.388602 mol_weight_g_mol=130.24 charge=+1 e_above_lowest_kcal_mol=74.9
H 1.93275 -1.59339 0.96354 0.1 -0.7 2.1
H 1.18082 0.44369 0.75558 -0.9 0.7 -1.6
C 1.35542 1.33881 -1.18419 -1.2 1.4 0.2
H 2.94687 -0.98892 -0.29324 -1.4 -1.5 -0.2
H -3.68927 -0.70501 1.26521 0.2 -0.5 -1.6
H -1.03833 1.96135 0.13287 0.5 2.8 -0.3
H 0.55458 -1.14634 -1.59118 -0.5 0.1 -1.2
H 1.00646 2.35534 -0.89261 0.8 -0.4 -0.6
H 0.82581 1.07095 -2.11066 0.8 0.3 0.0
C 0.79966 -0.97374 -0.58303 -3.7 0.2 2.3
N 0.64356 0.48916 -0.18317 1.3 -1.3 2.2
C -0.74422 0.98423 0.15790 -0.1 -2.4 -0.7
S -1.21244 -1.58106 0.53620 3.2 0.1 -2.0
H 2.46682 1.26345 -1.18293 -1.1 -0.3 0.0
H -2.75329 0.05662 2.23731 0.3 1.3 0.7
C -1.66998 0.09361 0.46248 -0.2 -2.9 1.3
H -3.60916 1.05268 0.86309 0.8 -1.0 1.0
C -3.00930 0.14273 1.19251 -0.6 2.1 -0.5
C 2.00522 -1.64943 -0.07135 1.1 3.3 -0.8
H 2.00801 -2.61473 -0.47434 0.6 -1.4 -0.4